This record from OMol25 describes a 3-piece molecular cluster, C42H75BrClIN2O5P overall in a non-equilibrium geometry. The level of theory is ωB97M-V/def2-TZVPD.

ORCA input file:
```
! wB97M-V def2-TZVPD RIJCOSX def2/J DEFGRID3
* xyz -1 3
H -10.421 -0.096 1.433
H -8.640 0.543 0.895
H 3.169 -1.226 -5.149
C -7.335 -1.565 2.035
H 7.468 3.938 7.834
H 6.932 1.306 7.168
H 1.496 -2.621 1.954
H 3.248 3.250 -4.870
H 1.498 -1.078 -8.902
O -8.438 -3.484 -0.004
O 5.582 1.700 4.599
H -8.261 -1.718 3.972
C -10.823 -0.923 0.853
C 2.701 -1.292 -1.371
C 1.188 -0.594 -6.838
H -8.925 -0.439 2.985
C 3.483 3.162 3.873
P 1.936 -0.550 -2.981
C 6.561 3.960 7.229
H -8.310 0.173 -0.803
H 0.536 -3.308 -1.086
H 3.467 1.361 -2.162
I -2.203 -2.524 1.603
H 0.010 -3.068 -8.832
Cl 4.311 -3.943 -3.114
C 2.991 -1.650 -4.161
H -6.032 -2.757 -0.024
C 0.209 -2.455 -7.961
H 4.615 -1.622 -0.383
C 6.848 5.031 4.293
C 3.874 0.254 0.286
C 0.833 0.024 -4.453
H -0.972 0.618 -2.062
H 2.018 -1.213 -0.523
C 3.936 1.246 -4.259
N 5.412 2.714 5.394
H 4.408 1.176 0.025
Br -4.762 1.187 -1.477
H 2.751 -2.377 -1.541
H -3.690 -1.852 -1.631
H 1.833 0.278 -6.906
H 8.496 4.237 5.431
C -9.657 -2.422 2.493
H 4.969 5.424 3.316
C -0.255 -2.239 0.641
H 5.750 3.944 2.812
H -10.544 -2.282 3.117
H -2.677 -0.737 -0.742
H 8.443 2.180 6.910
C -6.415 -1.764 -0.262
H -6.603 -0.807 2.322
H 2.213 1.824 -3.205
C 5.526 4.561 3.688
H 1.204 -3.908 0.775
C 2.971 1.044 -3.083
H 7.778 1.204 5.619
O 5.375 -1.626 -3.664
C -2.939 -1.065 -1.746
H 0.120 -1.233 0.801
H 6.672 5.831 5.018
C -3.634 0.036 -2.564
C 6.739 3.101 5.958
C 7.591 3.866 4.943
H -6.854 -2.533 2.206
C -0.274 -0.035 -1.503
C 7.511 1.872 6.436
H 7.471 5.465 3.509
H 0.185 -3.759 2.181
C -0.367 -1.538 -1.946
H -5.611 -1.061 -0.047
H -2.902 0.630 -3.107
N -8.834 -2.253 0.133
H 2.369 -2.536 -4.314
H -0.656 -2.384 -4.737
H -11.851 -1.049 1.196
C 4.136 2.788 -4.432
H 2.823 0.536 0.400
H -6.611 -1.720 -1.335
H 2.863 3.956 3.457
H -2.010 -2.693 -2.857
H 6.375 5.012 7.023
H 4.106 0.332 2.476
C -0.312 -2.671 -0.842
C 3.974 4.726 5.662
C 0.592 -0.906 -5.627
H -9.323 -3.450 2.663
C -8.555 -1.468 2.950
C 1.013 -1.339 -7.966
H 4.743 -0.353 -1.584
H 2.852 2.544 4.515
C -0.373 -2.805 -6.772
H 3.536 0.932 -5.227
O 0.979 0.457 -1.856
H 3.230 5.340 5.155
H -1.758 -1.123 -3.539
H 5.041 3.030 -4.997
H 5.748 3.580 7.850
H -10.626 -4.333 0.762
H -7.015 0.639 0.289
H 4.945 0.869 -4.095
C 4.065 -0.799 -0.857
H -11.320 -3.225 -0.428
H -0.162 0.364 -4.141
H 7.927 3.183 4.156
C -7.665 -1.417 0.547
C -7.936 0.064 0.217
C 4.306 -2.172 -3.686
H 3.820 2.552 3.036
H 5.469 -0.417 1.584
H 3.964 -1.293 1.805
O 0.714 -1.845 -2.772
H -1.185 -3.321 -0.943
H -10.866 -0.623 -0.195
H 3.460 4.168 6.446
H 4.276 3.209 -3.430
C 4.648 3.767 4.658
H -1.015 -3.677 -6.710
H -4.221 -0.470 -3.332
C -1.784 -1.658 -2.580
C -10.034 -2.240 1.021
H 4.664 5.424 6.132
H -11.926 -3.258 1.229
C 4.383 -0.296 1.625
H 1.263 0.921 -4.917
H -0.546 0.185 -0.460
C -11.026 -3.331 0.618
C 0.719 -3.181 1.428
C -0.180 -2.048 -5.648
*
```

Summary:
gap between HOMO and LUMO (alpha / beta)	7.03 / 6.67	eV
LUMO (alpha / beta)	2.025 / 1.666	eV
HOMO (alpha / beta)	-5.00 / -5.00	eV

---

This record from OMol25 describes C42H76AlClFN2O16S6 as an isolated structure in a non-equilibrium geometry. The level of theory is ωB97M-V/def2-TZVPD.

ORCA input file:
```
! wB97M-V def2-TZVPD RIJCOSX def2/J DEFGRID3
* xyz -1 1
C -3.353 -0.334 -0.338
C -5.509 -4.966 0.885
C 1.836 -1.360 -2.240
C -8.239 7.340 -1.270
H -8.225 7.841 -3.384
H -4.136 5.326 -4.570
H 7.047 1.883 -0.499
S -7.231 -3.221 1.939
O 7.831 1.083 -4.046
C -2.395 5.029 -5.830
H 0.855 -1.618 2.070
C 5.308 1.537 -1.774
H -0.074 -4.286 1.003
C 4.651 -3.054 3.898
O 6.363 4.274 0.305
C 4.952 2.914 -2.345
C 4.287 3.679 -1.204
H -3.182 6.812 -4.816
H 0.459 0.002 -2.811
C 9.220 3.035 -2.912
C -1.450 3.833 -3.880
O -1.162 6.326 -3.065
H 0.842 -3.347 -0.222
C -6.103 -4.123 -0.250
C 1.333 2.821 1.649
H -3.013 0.381 -1.106
H -1.484 5.579 -6.080
H -0.372 3.981 -3.909
H 10.924 0.252 -4.372
H -8.189 -4.521 0.217
O -1.314 -2.344 -2.258
O -2.434 -0.538 0.699
H -6.562 8.687 -1.456
C 0.616 -3.455 0.845
O 9.520 2.325 -5.437
H -5.911 -4.878 3.034
C -0.480 -7.858 3.073
C -4.645 0.230 0.279
H 9.840 1.971 -1.135
C 10.397 0.722 -3.545
C -4.474 1.651 0.859
H 1.072 0.946 -0.534
C 3.354 -3.411 4.155
H -5.476 -3.245 -0.423
H 0.564 -8.110 2.911
O -8.307 -3.750 2.743
H -3.643 -1.267 -0.855
H -3.301 -9.372 4.255
C -0.571 -1.526 -1.774
C -2.669 -8.557 3.902
H 4.261 4.755 -1.360
H 3.616 -5.321 3.151
H 2.343 -0.706 5.857
H 9.936 -0.037 -2.913
H -5.697 5.821 -0.937
O 4.437 3.025 1.345
H -3.007 4.966 -6.730
H 5.255 -3.741 3.318
O 0.331 -7.457 5.542
H 8.255 3.153 -2.425
S 9.091 1.768 -4.180
C -8.300 6.961 -2.746
H -9.183 6.382 -3.009
C 1.973 -3.837 1.502
H 10.811 3.398 -1.471
H 11.879 2.283 -3.389
S -6.832 5.971 -3.007
C 0.092 -2.133 1.474
S -2.194 5.331 -3.234
C -1.383 -9.077 3.245
H 0.856 -4.237 3.197
H 6.150 -1.582 4.133
H 4.616 -0.079 5.408
H -6.016 -5.935 0.922
H 2.415 2.828 1.495
O 1.189 -2.944 5.098
H -7.891 -2.845 -0.323
H -6.163 -4.683 -1.183
H -0.837 -7.211 2.272
C -7.485 -3.689 0.231
H -2.958 -6.822 5.203
H 9.504 3.966 -3.399
C -6.778 7.719 -0.996
H 4.396 0.948 -1.651
H 5.968 0.983 -2.440
N 0.550 -0.998 -2.662
C -5.894 6.637 -1.629
H -1.326 3.123 -5.936
F 2.210 -1.146 -0.948
H -3.246 -7.988 3.170
Al -0.728 -0.829 0.171
H 5.863 3.432 -2.659
H -1.690 3.001 -3.221
C 5.968 1.763 -0.409
C 0.783 1.387 1.542
C 5.124 -1.846 4.359
N 1.676 -4.583 2.719
H 1.627 0.712 1.729
C 10.300 2.555 -1.935
H -6.578 7.812 0.070
O 2.661 -1.840 -2.982
H -4.914 -0.419 1.115
H -4.930 -3.523 2.417
O -7.152 4.596 -2.730
H 3.282 3.304 -1.008
H 4.295 2.835 -3.210
H -8.920 8.159 -1.040
C -2.256 -7.639 5.060
S -0.652 -6.963 4.609
H 0.889 3.522 0.938
H -1.583 -9.562 2.291
H 11.942 1.117 -2.066
H -5.152 2.374 0.392
C 0.230 0.993 0.168
H 2.493 -2.885 1.679
H -5.478 0.214 -0.433
H -2.934 3.026 -5.229
H 0.035 1.161 2.309
H 1.130 3.225 2.647
H -4.955 7.039 -1.998
H 2.586 -4.472 0.847
H -2.136 -8.193 5.989
H 5.743 0.961 0.290
C -3.135 5.732 -4.698
O -6.210 6.365 -4.250
Cl -0.908 2.250 -0.534
H -0.702 -2.415 2.181
H -8.519 6.483 -0.653
H 2.455 -5.307 4.474
S 5.296 3.303 0.224
C 11.271 1.666 -2.724
C 2.976 -1.401 5.319
C 2.810 -4.735 3.604
O -3.107 4.996 -2.170
C 4.271 -1.049 5.063
C 2.500 -2.606 4.864
H 1.089 -3.356 5.961
C -5.749 -4.206 2.194
O -0.796 -5.561 4.328
H -0.903 -9.807 3.902
O -6.863 -1.834 1.978
H -4.721 1.662 1.925
H -3.457 2.036 0.771
H -4.448 -5.157 0.731
C -2.032 3.640 -5.286
*
```

Summary:
gap between HOMO and LUMO	6.95	eV
LUMO	1.819	eV
HOMO	-5.13	eV

---

This record from OMol25 describes C42H79Br2ClN3O9PS as an isolated structure in a non-equilibrium geometry. The level of theory is ωB97M-V/def2-TZVPD.

ORCA input file:
```
! wB97M-V def2-TZVPD RIJCOSX def2/J DEFGRID3
* xyz 0 1
H 2.240 -9.767 -4.574
N 1.459 1.057 2.186
H -0.886 -3.659 -0.706
H -8.078 1.539 2.521
H -1.673 -4.931 -4.047
H 0.319 -3.322 -1.919
H 3.442 7.453 4.271
H 5.621 6.675 7.401
H 4.290 -9.567 -8.203
H 1.524 -6.316 -4.699
H -1.913 -4.719 -6.446
H -9.473 0.327 0.918
C 0.184 -3.559 -0.871
H 3.275 7.375 7.314
H 4.202 6.632 1.756
C -1.058 -0.060 -1.059
H -1.307 -1.997 0.666
H 1.846 -5.989 0.883
H 5.295 -9.196 -6.798
C -0.008 -0.827 1.934
H -0.492 -6.652 -5.949
C 0.033 -5.723 -6.185
C 1.068 -5.420 -5.112
H 1.863 -4.772 -5.500
C 1.448 -0.350 1.959
H 0.116 3.343 0.292
H 5.283 5.356 2.343
C -8.457 2.084 1.656
C 6.619 5.440 -0.163
S 1.766 4.316 2.239
O 3.496 5.584 5.132
C 0.947 -5.388 0.805
H 0.158 -7.018 1.743
H 5.343 4.734 5.481
H 3.968 -9.457 -4.324
H -5.838 1.286 4.219
H 4.096 -11.183 -6.016
H 7.122 4.615 0.345
C 5.127 6.697 6.430
H 0.472 -5.823 -7.177
Br 0.413 0.934 6.637
H 0.207 1.146 -2.799
C 5.131 5.433 0.177
C -1.059 0.963 -4.523
H -10.594 1.576 1.472
H -6.441 2.961 4.146
H 4.685 4.440 0.188
Br -1.839 1.550 4.681
C -0.823 1.347 -3.074
C -9.586 2.018 -0.420
H -1.748 -0.832 -0.760
O -4.861 3.621 2.170
H 1.590 -2.792 0.555
H -0.981 3.975 2.185
H 2.847 1.852 5.806
H 0.176 -5.657 -1.131
C -0.742 0.484 1.549
C -0.603 0.886 0.052
H -4.860 2.618 4.840
C 2.273 2.158 4.943
C -3.018 1.657 1.672
H 2.604 -10.630 -6.783
H 2.633 -7.925 -7.562
H 5.840 7.071 5.693
H 6.931 7.589 -0.287
H 4.102 -7.120 -6.978
H -1.990 1.373 -4.891
O 2.470 -0.983 1.842
H 4.236 4.761 6.868
H -9.978 1.355 -1.192
C 4.598 5.334 6.006
C -0.067 1.839 3.915
H 1.930 3.163 5.160
C 7.066 6.771 0.429
H 2.042 7.039 5.279
C 0.818 -4.933 -0.642
H 0.047 2.905 4.066
H 1.066 -1.574 -0.547
C 3.161 -9.449 -5.064
C -2.831 0.015 -2.680
O 2.998 -8.112 -5.544
C -4.903 2.532 2.755
H -1.160 1.798 -0.111
H -8.736 3.089 1.982
O 0.375 -4.712 -4.076
H -3.181 1.924 0.632
C 3.856 7.543 6.404
C -9.641 1.405 0.973
C 0.069 1.565 2.367
O 6.225 7.012 1.559
C 4.266 -9.299 -7.148
O -2.798 -1.186 -2.873
H -0.276 1.394 -5.137
C -0.314 -2.068 1.085
H 8.107 6.764 0.754
H -6.773 3.011 0.608
H -2.510 -0.103 2.697
C -0.917 -4.535 -6.048
C 3.127 6.963 5.199
H 1.407 0.257 4.487
H -0.941 2.428 -3.026
H -2.702 -0.298 0.996
H -3.797 1.882 -3.128
H 1.774 -5.001 -1.150
H 1.984 1.463 1.421
H 4.041 8.611 6.309
H -4.800 0.701 -2.258
P 0.169 3.339 1.689
C -4.045 0.835 -3.021
H -0.227 -0.549 -1.546
H 2.883 2.166 4.053
C -7.448 2.163 0.518
C 5.126 6.093 1.547
H -1.093 -3.270 -4.265
C -5.572 2.324 4.078
H -1.025 -0.108 -4.679
C 3.489 -8.017 -6.884
C 3.514 -10.301 -6.276
H -2.528 2.450 2.217
C -0.917 -4.310 -4.542
O -8.209 2.288 -0.687
H 4.579 6.047 -0.539
H -10.141 2.962 -0.459
H 0.433 1.146 -0.162
O -4.310 1.408 2.259
H -0.357 -2.929 1.735
Cl -0.363 -1.334 3.642
C 0.723 -2.431 0.016
H 6.829 5.362 -1.229
H 1.083 -4.568 1.505
H -4.436 0.480 -3.968
C 1.078 1.231 4.800
N -1.759 0.752 -2.092
H -0.729 -5.721 1.939
N -0.206 -6.224 1.236
C -2.254 0.342 1.746
H -0.501 -3.663 -6.558
H -6.849 1.246 0.455
*
```

Summary:
gap between HOMO and LUMO	9.24	eV
LUMO	0.243	eV
HOMO	-8.99	eV